1.
Entry from the Open Molecules 2025 dataset: C41H40N5O5RuS as an isolated structure at a distorted geometry (ωB97M-V/def2-TZVPD).

Geometry (Å):
Ru (0.11, -1.21, 0.10)
C (-0.65, 1.45, 2.15)
C (-1.67, 0.67, 2.91)
C (-2.14, 1.15, 4.13)
C (-3.10, 0.47, 4.85)
C (-3.60, -0.72, 4.34)
C (-3.15, -1.23, 3.13)
C (-3.67, -2.56, 2.66)
C (-2.19, -0.52, 2.40)
N (-1.78, -1.04, 1.12)
C (-2.81, -0.91, 0.23)
O (-3.89, -0.35, 0.39)
C (-2.48, -1.46, -1.13)
C (-3.32, -1.51, -2.23)
C (-2.80, -1.99, -3.42)
C (-1.49, -2.45, -3.48)
C (-0.73, -2.39, -2.33)
N (-1.24, -1.89, -1.21)
C (0.66, -2.94, -2.12)
O (1.20, -3.63, -2.95)
N (1.08, -2.67, -0.85)
C (2.28, -3.33, -0.43)
C (3.52, -2.96, -0.96)
C (3.65, -1.86, -1.97)
C (4.65, -3.64, -0.50)
C (4.55, -4.64, 0.44)
C (3.31, -4.99, 0.96)
C (2.16, -4.33, 0.53)
C (0.82, -4.69, 1.10)
H (-0.44, 2.40, 2.65)
H (-0.98, 1.67, 1.14)
H (0.28, 0.89, 2.07)
H (-1.74, 2.09, 4.51)
H (-3.48, 0.86, 5.78)
H (-4.35, -1.27, 4.89)
H (-4.03, -3.15, 3.50)
H (-2.88, -3.13, 2.15)
H (-4.49, -2.43, 1.95)
H (-4.33, -1.15, -2.13)
H (-3.42, -2.02, -4.31)
H (-1.04, -2.86, -4.38)
H (3.03, -1.00, -1.71)
H (3.31, -2.21, -2.95)
H (4.69, -1.54, -2.06)
H (5.62, -3.36, -0.90)
H (5.44, -5.15, 0.79)
H (3.23, -5.77, 1.70)
H (0.93, -5.38, 1.94)
H (0.18, -5.17, 0.35)
H (0.28, -3.81, 1.46)
O (-1.43, 1.27, -1.02)
C (-0.64, 1.72, -2.11)
C (0.53, 0.73, -2.28)
O (1.18, 0.76, -3.30)
O (0.90, -0.03, -1.28)
C (-0.02, 3.09, -1.79)
C (0.88, 3.66, -2.68)
C (1.48, 4.87, -2.39)
C (1.18, 5.54, -1.21)
C (0.27, 4.98, -0.33)
C (-0.34, 3.76, -0.62)
C (-1.53, 1.82, -3.35)
C (-2.58, 2.74, -3.29)
C (-3.51, 2.83, -4.31)
C (-3.41, 2.00, -5.41)
C (-2.36, 1.10, -5.49)
C (-1.42, 1.00, -4.47)
H (-2.37, 1.42, -1.19)
H (1.13, 3.13, -3.59)
H (2.18, 5.30, -3.09)
H (1.66, 6.48, -0.98)
H (0.01, 5.50, 0.59)
H (-1.07, 3.35, 0.06)
H (-2.65, 3.41, -2.43)
H (-4.31, 3.55, -4.24)
H (-4.14, 2.06, -6.21)
H (-2.26, 0.46, -6.36)
H (-0.60, 0.31, -4.55)
S (2.18, -1.13, 1.54)
C (2.46, 0.20, 2.61)
N (2.13, 0.12, 3.89)
C (2.34, 1.19, 4.87)
C (2.46, 2.52, 4.15)
C (3.48, 2.39, 3.03)
N (3.07, 1.29, 2.16)
H (1.73, -0.75, 4.18)
H (3.25, 0.98, 5.45)
H (1.50, 1.19, 5.56)
H (2.75, 3.30, 4.85)
H (1.50, 2.79, 3.72)
H (4.47, 2.18, 3.43)
H (3.54, 3.30, 2.43)
H (3.24, 1.32, 1.17)

The value obtained for the energy above the lowest of the compared OMol25 structures with the same formula, charge and spin is 0.0 kJ/mol. Its total energy is -74274.3204 eV. Its spin multiplicity is 2. As for the lowest unoccupied orbital energy (alpha / beta): -0.56 / -0.57 eV. Its expectation value of S² is 0.756. The value obtained for the largest force on an atom is 1.19 eV/A.

Atom charges from the Mulliken analysis, given in e for atoms 1 to 2:
1 Ru -0.51
2 C 0.45

2.
Entry from the Open Molecules 2025 dataset: C41H40NOP2SSbSe4Tc as an isolated structure at a distorted geometry (ωB97M-V/def2-TZVPD).

Geometry (Å):
Tc (-1.27, 0.05, -1.29)
C (1.93, 0.22, 0.24)
N (1.68, -0.45, 1.50)
C (0.40, -1.06, 1.80)
P (-1.16, -0.33, 1.11)
C (-2.39, -1.35, 2.00)
C (-3.36, -2.14, 1.37)
C (-4.29, -2.84, 2.11)
C (-4.28, -2.76, 3.50)
C (-3.34, -1.97, 4.14)
C (-2.41, -1.27, 3.40)
C (-1.35, 1.25, 2.00)
C (-0.29, 1.87, 2.66)
C (-0.46, 3.14, 3.19)
C (-1.67, 3.81, 3.06)
C (-2.74, 3.17, 2.44)
C (-2.58, 1.90, 1.92)
C (2.59, -0.23, 2.55)
C (3.52, 0.81, 2.49)
C (4.42, 1.01, 3.53)
C (4.40, 0.20, 4.65)
C (3.48, -0.83, 4.72)
C (2.59, -1.06, 3.68)
P (1.11, -0.43, -1.28)
C (2.11, 0.47, -2.53)
C (1.64, 1.51, -3.32)
C (2.49, 2.14, -4.22)
C (3.81, 1.75, -4.34)
C (4.29, 0.71, -3.55)
C (3.45, 0.07, -2.66)
C (1.69, -2.14, -1.47)
C (1.41, -2.77, -2.69)
C (1.77, -4.09, -2.89)
C (2.40, -4.80, -1.87)
C (2.69, -4.18, -0.67)
C (2.33, -2.85, -0.46)
H (3.00, 0.20, 0.03)
H (1.65, 1.28, 0.26)
H (0.24, -1.04, 2.88)
H (0.39, -2.11, 1.51)
H (-3.41, -2.19, 0.29)
H (-5.04, -3.44, 1.61)
H (-5.02, -3.30, 4.08)
H (-3.34, -1.89, 5.22)
H (-1.70, -0.62, 3.91)
H (0.66, 1.38, 2.77)
H (0.37, 3.62, 3.70)
H (-1.78, 4.81, 3.45)
H (-3.69, 3.67, 2.35)
H (-3.43, 1.40, 1.46)
H (3.55, 1.49, 1.65)
H (5.13, 1.82, 3.46)
H (5.10, 0.36, 5.46)
H (3.45, -1.48, 5.59)
H (1.91, -1.90, 3.75)
H (0.62, 1.86, -3.25)
H (2.10, 2.95, -4.84)
H (4.47, 2.24, -5.04)
H (5.33, 0.40, -3.63)
H (3.83, -0.76, -2.07)
H (0.94, -2.21, -3.49)
H (1.56, -4.57, -3.84)
H (2.68, -5.84, -2.02)
H (3.20, -4.72, 0.12)
H (2.58, -2.36, 0.48)
Se (-5.00, -2.01, -4.50)
Sb (-3.93, 0.02, -3.86)
Se (-1.34, -0.22, -3.56)
Se (-3.56, 0.11, -1.27)
Se (-4.46, 2.18, -4.69)
S (-0.59, 2.13, -0.96)
C (-1.06, 3.75, -1.43)
C (-2.10, 3.96, -2.35)
C (-2.41, 5.26, -2.71)
C (-1.70, 6.32, -2.16)
C (-0.67, 6.10, -1.24)
C (-0.35, 4.80, -0.87)
H (-2.65, 3.13, -2.78)
H (-3.20, 5.44, -3.42)
H (-1.94, 7.34, -2.45)
H (-0.12, 6.93, -0.82)
H (0.45, 4.61, -0.16)
C (-0.87, -4.18, -0.08)
O (-0.89, -2.74, -0.31)
C (-1.49, -2.17, -1.29)
C (-2.22, -3.04, -2.23)
H (-1.88, -4.54, 0.09)
H (-0.27, -4.32, 0.82)
H (-0.40, -4.69, -0.91)
H (-2.05, -4.10, -2.08)
H (-1.97, -2.78, -3.25)
H (-3.29, -2.85, -2.16)

The value obtained for the energy above the lowest of the compared OMol25 structures with the same formula, charge and spin is 236.2 kJ/mol. Its charge is +1. Its total energy is -346232.4686 eV. As for the lowest unoccupied orbital energy (alpha / beta): -5.27 / -5.27 eV. The value obtained for the largest force on an atom is 2.03 eV/A.

Atom charges from the Mulliken analysis, given in e for atoms 1 to 2:
1 Tc -0.51
2 C -2.62

3.
Entry from the Open Molecules 2025 dataset: C41H41GeLaN6O5S as an isolated structure at a distorted geometry (ωB97M-V/def2-TZVPD).

Geometry (Å):
La (0.00, -0.36, 0.97)
O (2.22, -3.43, -1.94)
C (1.89, -2.59, -1.05)
O (0.70, -2.28, -0.69)
C (2.98, -1.89, -0.29)
C (4.32, -2.38, -0.43)
C (5.33, -1.79, 0.37)
C (4.94, -0.79, 1.18)
C (3.61, -0.43, 1.32)
N (2.67, -0.94, 0.56)
C (3.13, 0.63, 2.34)
O (3.96, 1.23, 3.00)
O (1.84, 0.69, 2.32)
H (4.42, -3.20, -1.10)
H (6.34, -2.18, 0.34)
H (5.63, -0.18, 1.75)
C (-0.53, -2.51, -4.37)
C (-1.23, -1.94, -3.22)
N (-1.32, -0.68, -2.90)
N (-1.89, -0.55, -1.67)
C (-2.07, -1.79, -1.16)
S (-2.75, -2.25, 0.34)
N (-1.71, -2.71, -2.19)
N (-1.28, -4.08, -2.11)
H (-1.04, -3.08, -5.12)
H (0.30, -3.12, -4.03)
H (-0.01, -1.67, -4.83)
H (-0.60, 2.64, 0.94)
H (-1.90, -4.60, -1.46)
H (-0.35, -4.03, -1.68)
O (0.14, -2.65, 2.43)
C (-0.88, -3.23, 2.80)
C (-1.21, -4.62, 2.32)
C (-1.33, -5.69, 3.40)
C (-2.78, -5.76, 4.00)
C (-3.05, -4.55, 4.85)
C (-3.01, -3.25, 4.06)
N (-1.69, -2.66, 3.72)
H (-0.39, -4.78, 1.60)
H (-2.07, -4.47, 1.63)
H (-0.59, -5.60, 4.18)
H (-1.18, -6.70, 2.98)
H (-2.95, -6.75, 4.47)
H (-3.49, -5.83, 3.14)
H (-2.27, -4.56, 5.62)
H (-4.01, -4.66, 5.40)
H (-3.53, -2.52, 4.67)
H (-3.57, -3.40, 3.11)
H (-1.58, -1.65, 3.80)
C (-2.50, 1.14, 5.66)
C (-3.18, 1.12, 4.43)
C (-2.48, 0.72, 3.23)
C (-1.11, 0.35, 3.29)
C (-0.54, 0.36, 4.55)
C (-1.15, 0.76, 5.74)
H (-3.15, 1.44, 6.48)
H (-4.19, 1.36, 4.44)
H (-3.05, 0.78, 2.34)
H (0.51, 0.24, 4.70)
H (-0.55, 0.82, 6.60)
C (0.11, 2.18, 0.16)
Ge (0.53, 2.90, -1.49)
C (0.51, 4.93, -1.55)
C (-0.12, 5.89, -2.46)
C (-0.26, 7.20, -2.05)
C (0.26, 7.62, -0.83)
C (0.91, 6.76, 0.03)
C (1.04, 5.42, -0.38)
C (2.10, 2.18, -2.34)
C (3.31, 2.82, -2.47)
C (4.40, 2.08, -3.01)
C (4.22, 0.75, -3.42)
C (2.93, 0.27, -3.49)
C (1.87, 0.96, -2.97)
C (-0.69, 2.75, -3.11)
C (-2.00, 3.15, -2.97)
C (-2.89, 3.10, -4.05)
C (-2.44, 2.62, -5.26)
C (-1.14, 2.28, -5.48)
C (-0.25, 2.39, -4.39)
H (0.98, 2.10, 0.61)
H (-0.64, 5.56, -3.38)
H (-0.73, 7.98, -2.67)
H (0.07, 8.68, -0.66)
H (1.31, 7.13, 0.94)
H (1.56, 4.81, 0.44)
H (3.40, 3.86, -2.18)
H (5.44, 2.44, -2.95)
H (5.09, 0.21, -3.73)
H (2.84, -0.73, -3.77)
H (0.89, 0.40, -2.89)
H (-2.29, 3.48, -2.00)
H (-3.90, 3.53, -3.97)
H (-3.21, 2.50, -6.06)
H (-0.76, 1.95, -6.45)
H (0.79, 2.38, -4.55)

Its charge is -2. Its total energy is -130574.1436 eV. As for the lowest unoccupied orbital energy: 4.11 eV. The value obtained for the largest force on an atom is 5.52 eV/A.

Atom charges from the Mulliken analysis, given in e for atoms 1 to 2:
1 La 1.51
2 O -0.82